{
  "formula": "C12H21N3S",
  "method": "wB97M-V/def2-TZVPD",
  "energy_ha": -1032.270964,
  "smiles": "C=CCCCCCCCCc1nc(=S)[nH][nH]1",
  "spin_multiplicity": 1,
  "species": ["N", "H", "H", "N", "C", "H", "C", "C", "H", "H", "N", "H", "H", "H", "H", "C", "H", "H", "H", "H", "H", "C", "C", "H", "S", "C", "H", "C", "C", "H", "H", "H", "C", "H", "C", "C", "H"],
  "positions_angstrom": [[1.49119, -0.11667, -0.42769], [-3.23716, 0.77573, 2.25838], [-4.41333, -0.71075, 0.59592], [3.46698, 0.40154, 0.39640], [-1.65442, 2.43908, -0.36908], [0.45192, 1.79331, -1.85217], [-2.63211, 2.20016, 0.78226], [2.36007, 0.83186, -0.27321], [2.86814, 2.41816, -1.55966], [-1.54061, -2.56720, -0.57924], [3.29962, -0.96949, 0.54354], [-2.57270, -3.62700, -1.64492], [-0.02606, 3.31696, 0.74350], [0.70532, 3.52374, -1.58051], [-3.64620, 2.20578, 0.37725], [-2.40615, 0.89699, 1.55762], [2.51554, 2.90414, 0.10184], [0.01863, 1.55360, 0.62774], [-4.46257, -2.15262, -1.38841], [-1.77638, 1.65159, -1.11336], [-2.09250, -1.20904, 1.36274], [-0.19561, 2.46726, 0.07717], [2.01320, -1.25497, 0.10998], [-1.44510, -0.27875, 0.01998], [1.31236, -2.72125, 0.24922], [2.20037, 2.24293, -0.71023], [-1.90537, 3.38788, -0.85131], [-3.56229, -0.65704, -0.09247], [-3.52496, -1.92464, -0.89196], [4.38883, 0.80915, 0.39705], [3.77710, -1.47600, 1.27290], [-3.76931, 0.16674, -0.78305], [-2.29260, -0.36446, 0.69962], [-1.49726, 0.98936, 2.15637], [0.75537, 2.53756, -1.11566], [-2.49673, -2.73793, -1.04080], [-2.56330, 3.03222, 1.48870]],
  "forces_ev_per_angstrom": [[-0.40, 0.31, -0.38], [0.05, -0.01, 0.09], [-0.04, 0.09, -0.03], [-0.28, 0.00, 0.22], [0.03, 0.07, 0.35], [-0.03, 0.04, -0.08], [0.04, -0.08, -0.06], [0.77, -0.06, 0.48], [0.05, 0.01, 0.07], [0.25, 0.11, 0.15], [-0.32, 0.34, -0.52], [-0.09, -0.14, -0.13], [0.03, 0.02, 0.09], [0.02, -0.02, -0.06], [-0.06, 0.07, 0.04], [0.04, 0.01, -0.13], [0.05, -0.01, -0.03], [0.00, 0.00, 0.12], [-0.03, -0.12, -0.10], [-0.01, -0.04, -0.13], [0.11, -0.04, -0.06], [-0.15, -0.03, -0.36], [0.79, -0.30, 0.33], [0.14, -0.09, -0.03], [-0.26, -0.62, 0.14], [-0.11, 0.23, -0.27], [-0.01, -0.02, -0.10], [0.31, -0.05, 0.09], [-0.36, 0.21, -0.02], [-0.08, -0.05, -0.15], [-0.12, 0.10, 0.02], [-0.10, 0.05, 0.03], [-0.30, 0.15, 0.11], [-0.02, -0.01, 0.09], [0.08, -0.03, 0.29], [0.10, -0.15, -0.03], [-0.08, 0.06, -0.01]],
  "lowdin_charge": [0.13, 0.11, 0.12, 0.09, -0.21, 0.11, -0.21, -0.33, 0.12, 0.00, 0.03, 0.05, 0.12, 0.12, 0.10, -0.21, 0.12, 0.09, 0.09, 0.11, 0.12, -0.22, -0.93, 0.09, 0.60, -0.12, 0.11, -0.22, -0.19, 0.16, 0.14, 0.11, -0.22, 0.10, -0.20, 0.00, 0.11]
}

---

{
  "formula": "C28H32Cl72F3N4",
  "method": "wB97M-V/def2-TZVPD",
  "energy_ha": -34738.161759,
  "spin_multiplicity": 1,
  "total_charge": 1,
  "species": ["C", "H", "Cl", "H", "Cl", "C", "Cl", "H", "H", "C", "Cl", "H", "Cl", "Cl", "H", "H", "H", "H", "Cl", "H", "C", "Cl", "H", "Cl", "Cl", "C", "C", "C", "Cl", "H", "Cl", "C", "Cl", "Cl", "C", "Cl", "H", "Cl", "H", "Cl", "C", "C", "Cl", "Cl", "Cl", "Cl", "Cl", "H", "H", "C", "Cl", "H", "C", "Cl", "Cl", "Cl", "C", "F", "C", "H", "C", "Cl", "H", "Cl", "Cl", "C", "Cl", "H", "Cl", "Cl", "Cl", "Cl", "Cl", "Cl", "C", "Cl", "Cl", "Cl", "C", "N", "Cl", "H", "Cl", "C", "Cl", "Cl", "N", "Cl", "N", "C", "H", "Cl", "C", "H", "Cl", "C", "H", "F", "Cl", "Cl", "Cl", "Cl", "Cl", "C", "Cl", "Cl", "Cl", "H", "H", "H", "Cl", "H", "Cl", "Cl", "C", "Cl", "C", "Cl", "N", "Cl", "C", "H", "Cl", "Cl", "Cl", "Cl", "F", "C", "Cl", "Cl", "Cl", "Cl", "H", "H", "Cl", "Cl", "Cl", "H", "Cl"],
  "positions_angstrom": [[6.75206, 1.36018, -3.50813], [6.73288, -2.29718, 16.28922], [0.87553, 1.89087, -6.08831], [-1.09045, -5.16905, -6.06754], [-0.06199, -2.31746, 5.71747], [9.89008, -3.12659, 10.78804], [-4.00160, -9.31548, 2.90095], [2.14262, 8.26600, -3.18387], [-1.90681, -6.37248, 8.04077], [-2.76871, -1.54161, 0.23248], [5.33942, 0.44761, 9.35724], [-3.70339, -3.54698, 0.34581], [4.19726, -5.71390, -4.06192], [0.87275, -0.02562, -3.81476], [-9.24972, 7.82041, 3.97418], [-1.40332, -3.76156, -0.06257], [-4.68682, 3.16694, 1.48686], [7.09948, 0.44429, -3.96576], [6.07433, 0.19276, -9.98148], [0.02685, -1.56036, -2.59181], [1.00994, 10.40606, 2.20164], [-0.67536, 10.55696, 2.70034], [-0.35620, 3.69510, -5.24763], [-8.43213, 9.14301, -3.04682], [1.14553, 2.75851, -3.00922], [9.35818, -1.10908, -11.21674], [-10.16911, 7.90637, 4.53735], [6.15103, -2.87717, 15.58689], [-8.02989, 6.42977, -2.10187], [7.07555, -0.89533, 10.20041], [-10.80014, 6.27878, 4.80599], [-1.27381, -5.66789, 8.56235], [7.98856, 1.92803, -2.39712], [-3.25600, 7.17817, -1.74863], [1.92738, 1.18732, -3.02405], [-5.65939, 2.71360, -0.59291], [-8.72095, 7.14175, -4.22137], [-0.88624, -5.82387, -8.29661], [-0.47231, -0.65146, 0.71029], [-1.53040, -7.46080, -5.98845], [-4.84811, 2.26912, 0.90411], [-2.82257, 8.89578, -1.73158], [-0.05665, 8.11001, -3.98402], [2.35534, 0.66233, -1.39400], [-0.60325, -2.70721, 2.89613], [5.24960, -1.51498, 11.50435], [-6.36728, -9.30497, 4.58273], [-3.54701, -0.80317, 0.23075], [-1.88711, 9.00912, -2.25734], [-7.99338, 7.50270, -3.50819], [-7.29803, 6.13958, 2.63015], [3.20607, -5.43304, 7.10596], [0.08743, 3.47058, -6.20906], [-3.95543, 3.60930, -4.31264], [-1.20358, 3.42075, -7.40641], [-0.83035, -5.43685, 1.21209], [3.35506, -4.49584, 6.58661], [0.00534, -4.71611, -2.09397], [-1.33737, -2.36963, -1.33617], [1.47119, 9.63863, 2.80683], [-3.25211, -2.86246, -0.34533], [-6.40691, 7.45947, -4.27060], [-0.56154, 0.43550, -0.54903], [-9.80149, 8.69674, 6.06900], [9.34081, -2.85321, -11.47973], [5.00277, 1.48993, -9.44515], [-0.57615, -6.48230, 9.95786], [-4.32878, -10.38036, 4.95847], [2.28989, -5.52113, -6.24468], [10.79592, -0.62146, -10.32044], [4.51157, -2.22312, 15.55910], [9.24237, -1.47761, 10.71273], [6.14400, -4.55407, 16.13247], [5.42546, 2.01004, -7.81295], [-3.68366, -4.07531, -10.39327], [-3.53402, -4.42784, -12.11202], [1.61537, 6.00341, -2.86438], [-2.59040, 9.45657, -0.07998], [0.02698, -3.65253, -2.90632], [-1.74641, -1.19248, -0.76916], [-2.48713, -3.67808, 4.88784], [0.03057, -7.59913, 1.55638], [-2.26607, -4.29922, 9.05791], [6.02350, -1.05541, 9.99099], [5.88008, -2.34679, 8.79983], [-2.88205, -2.55391, -9.99229], [-0.41069, -2.43484, -2.25076], [-3.89296, -8.16240, 5.57154], [-2.00469, -3.47954, -0.85397], [-1.63639, -5.85232, -6.70199], [-3.83956, -2.69023, -1.23086], [-0.00667, -5.13985, 7.44718], [-7.28518, 7.15018, 1.18071], [1.92047, -6.23934, -4.04882], [-3.31107, -5.30617, -6.78346], [-2.71253, 3.55925, -3.07148], [-2.34494, -1.74317, 1.19868], [1.29927, -3.43801, -3.31402], [-5.37704, -4.03920, -9.90095], [3.05636, -3.18179, 7.71381], [1.88035, 11.91228, 2.46743], [1.12408, 9.90813, 0.50938], [-11.30147, 8.86869, 3.58951], [-0.78848, -3.38096, 4.53390], [-1.51286, 4.82735, -3.33886], [1.25338, 4.74286, -6.57954], [5.05060, 2.84554, -10.56533], [10.93340, -3.08626, 10.50854], [-3.18114, 3.73133, -2.11233], [-0.27071, -4.33133, 4.55699], [-1.93765, 1.96086, -3.03388], [-8.05505, 6.79160, 0.51436], [6.47151, 2.54357, -4.78276], [5.01359, -4.44630, 5.99280], [-4.61281, -9.41883, 4.55451], [-5.81614, 1.14316, 1.84227], [2.72095, -6.37810, -4.76204], [-4.04283, 9.85737, -2.55873], [-0.55723, -0.54241, -0.29257], [9.77470, -3.75832, 12.42574], [1.59370, 7.52804, -3.75220], [-3.19228, -4.86558, -9.84205], [2.37396, 7.29749, -5.30524], [9.05766, -4.18078, 9.65096], [6.90214, -2.73705, 13.99853], [-1.51789, -7.32645, 3.28992], [-0.72655, -3.87103, -4.00382], [-0.24090, -6.78612, 2.21562], [-3.27589, 1.52751, 0.56332], [-7.66543, 8.81726, 1.60219], [9.24225, -0.23991, -12.74464], [5.25562, 0.99921, -2.61834], [2.83123, 1.26463, -3.61092], [8.49305, -0.85303, -10.62257], [2.21408, -4.43843, 5.22694], [-5.73415, 7.06216, 0.33895], [1.18870, -6.31097, 3.13322], [3.99297, 1.10325, -9.42548], [2.88997, -8.10293, -5.06371]],
  "forces_ev_per_angstrom": [[0.05, 0.13, 0.05], [0.01, 0.02, 0.03], [-0.01, 0.30, -0.70], [0.03, 0.02, -0.01], [-0.32, 0.42, -0.11], [-0.09, -0.12, 0.06], [-0.21, -0.18, 0.05], [0.01, 0.02, 0.03], [-0.01, -0.02, -0.03], [-0.86, -0.74, -0.98], [0.03, 0.00, 0.01], [-0.46, -0.08, 0.29], [-0.03, 0.04, 0.03], [0.16, -0.24, 0.29], [0.02, -0.01, -0.01], [-0.35, -0.43, -0.42], [0.04, 0.00, 0.01], [-0.04, -0.04, -0.01], [-0.08, -0.06, 0.00], [0.03, -0.34, 0.34], [-0.03, 0.10, -0.03], [0.02, -0.02, 0.02], [0.07, -0.05, -0.04], [0.01, -0.02, 0.00], [0.44, -0.07, 0.37], [0.06, -0.01, -0.06], [-0.05, 0.01, 0.04], [-0.05, -0.06, -0.07], [-0.12, -0.16, -0.16], [-0.35, 0.01, -0.15], [0.04, 0.00, -0.03], [0.02, 0.03, 0.11], [0.04, -0.03, 0.03], [0.04, 0.09, -0.07], [-0.18, 0.19, 0.20], [0.06, 0.06, -0.03], [-0.04, -0.02, 0.00], [-0.01, 0.02, -0.04], [-0.13, -0.01, 0.12], [0.03, 0.02, 0.04], [-0.17, -0.06, -0.02], [-0.20, 0.12, 0.18], [-0.06, 0.00, 0.03], [-0.11, 0.04, -0.14], [0.17, 0.31, 0.08], [-0.08, 0.08, -0.17], [0.01, -0.01, 0.01], [-0.12, 0.12, 0.31], [0.07, -0.04, -0.03], [0.07, 0.11, 0.03], [0.03, -0.13, 0.00], [-0.05, -0.04, -0.02], [0.07, 0.07, -0.30], [-0.01, -0.01, 0.05], [-0.02, 0.00, 0.04], [0.11, -0.67, -0.05], [0.06, 0.22, 0.09], [-0.08, 0.81, -0.77], [-0.43, -0.26, 0.08], [0.01, -0.04, 0.01], [0.72, -0.07, -0.03], [0.02, -0.03, -0.02], [-0.15, 0.14, 0.10], [0.02, 0.00, 0.00], [-0.01, 0.00, 0.01], [0.06, 0.15, -0.04], [0.00, -0.01, -0.02], [0.04, -0.02, 0.02], [-0.09, 0.04, 0.03], [-0.01, 0.00, 0.01], [0.00, 0.03, 0.01], [0.40, -0.05, 0.08], [0.02, 0.01, 0.02], [-0.07, -0.10, -0.05], [-0.03, 0.01, -0.04], [0.01, -0.01, 0.01], [0.02, 0.11, 0.23], [0.02, -0.02, -0.01], [0.64, 0.08, -0.41], [1.35, -0.37, 0.64], [0.00, -0.02, -0.06], [-0.03, 0.03, -0.10], [-0.02, 0.00, -0.03], [-0.09, 0.08, 0.02], [0.40, 0.14, 0.14], [0.02, -0.01, 0.04], [0.39, -0.13, -0.07], [0.03, 0.00, 0.00], [0.24, 0.40, -0.21], [0.02, -0.06, -0.04], [-0.67, -0.07, -0.10], [-0.10, -0.24, 0.08], [0.18, 0.18, 0.06], [-0.03, 0.00, 0.02], [-0.02, 0.04, -0.02], [-0.04, 0.03, -0.19], [0.34, 0.39, 0.59], [-1.05, -0.26, 0.31], [0.00, -0.01, 0.02], [-0.38, -0.16, -0.19], [0.01, -0.01, 0.01], [0.01, -0.04, 0.00], [0.01, 0.00, -0.03], [-0.17, 0.11, 0.31], [-0.04, -0.17, 0.06], [-0.29, -0.48, 0.01], [-0.02, -0.01, -0.01], [0.03, 0.06, -0.01], [0.00, -0.03, 0.09], [0.00, -0.06, -0.07], [-0.39, -0.05, 0.01], [-0.04, -0.03, -0.03], [-0.06, -0.01, 0.14], [-0.01, -0.05, -0.01], [-0.13, 0.03, -0.07], [-0.13, 0.02, 0.08], [0.10, -0.07, -0.06], [0.01, -0.03, -0.03], [-0.17, 0.62, -0.77], [0.08, 0.01, -0.05], [0.00, -0.18, -0.18], [0.01, -0.01, 0.03], [0.37, 0.59, 0.01], [0.01, 0.02, -0.03], [0.07, -0.07, 0.28], [0.22, 0.18, -0.07], [0.45, -0.16, 0.92], [0.07, -0.09, 0.32], [0.22, 0.65, -0.03], [-0.05, 0.04, -0.02], [-0.02, 0.01, 0.01], [0.25, 0.00, -0.13], [0.06, -0.11, -0.11], [0.01, 0.01, 0.03], [0.70, -0.13, 0.13], [-0.13, -0.04, 0.23], [-0.24, -0.12, -0.36], [-0.01, -0.03, 0.00], [-0.03, 0.00, 0.01]],
  "lowdin_charge": [-1.52, 0.01, 0.50, -0.03, 0.53, -1.52, 0.50, 0.02, 0.00, -0.15, 0.53, 0.13, 0.53, 0.55, -0.06, 0.02, 0.02, 0.02, 0.55, 0.04, -1.55, 0.52, -0.09, 0.55, 0.51, -1.58, -1.58, -1.54, 0.54, -0.10, 0.51, -1.53, 0.55, 0.47, -1.47, 0.56, 0.01, 0.55, 0.08, 0.54, -1.51, -1.54, 0.57, 0.55, 0.51, 0.52, 0.55, 0.04, -0.05, -1.53, 0.54, 0.02, -1.55, 0.56, 0.55, 0.56, -1.51, 0.17, -0.28, 0.01, -0.10, 0.52, 0.05, 0.53, 0.52, -1.54, 0.55, 0.02, 0.53, 0.53, 0.52, 0.58, 0.53, 0.49, -1.58, 0.54, 0.50, 0.52, -0.57, -0.05, 0.55, 0.02, 0.54, -1.56, 0.48, 0.51, 0.25, 0.50, 0.08, -1.56, 0.13, 0.52, -1.55, -0.01, 0.55, -1.50, 0.06, 0.14, 0.52, 0.52, 0.54, 0.50, 0.52, -1.58, 0.51, 0.53, 0.54, 0.01, -0.02, -0.08, 0.49, -0.04, 0.52, 0.55, -1.54, 0.56, -1.57, 0.54, 0.10, 0.53, -1.51, -0.05, 0.52, 0.53, 0.48, 0.53, 0.16, -1.46, 0.57, 0.56, 0.53, 0.53, -0.03, -0.06, 0.47, 0.48, 0.54, 0.01, 0.55]
}

---

Number 1: orbital gap 8.44 eV. Number 2: orbital gap 8.55 eV.